1.
Formula: C45H79N8O15
Source: OMol25
Level of theory: ωB97M-V/def2-TZVPD

## Properties
2S+1: 1
Net charge: +5
Kohn-Sham gap, hartree: 0.15317

Last column: Löwdin charge in e.
Geometry (Å):
H 2.57 -2.34 -3.27  0.086
C 1.38 2.76 1.64  0.067
N -1.34 -3.15 8.12  -0.097
H -2.00 2.37 2.18  0.138
H 1.16 3.27 -3.76  0.118
H -4.60 -8.11 -4.64  0.095
H -0.47 -4.85 8.98  0.163
C -3.99 -2.35 1.27  0.051
C -2.57 -3.24 8.86  0.029
C 2.74 2.84 -1.85  -0.047
C 2.78 -1.36 5.54  0.045
C -4.05 -7.52 -5.38  -0.087
O -3.29 -6.53 -4.75  -0.198
O -0.99 -4.24 -0.76  -0.067
H -2.97 -4.25 8.84  0.128
H -3.34 -8.19 -5.85  0.105
C 1.46 4.86 3.36  0.037
C -1.82 3.74 -1.39  0.023
N 4.49 -2.37 4.18  -0.056
H 0.79 10.09 -7.16  0.091
O -4.59 -5.06 -0.08  0.137
H 3.86 5.18 4.41  0.129
H -0.81 9.61 -6.83  0.090
O 0.56 -2.51 -3.71  -0.206
C -3.02 -4.81 -3.00  -0.064
C 5.64 -2.09 3.30  0.056
H 6.08 -3.02 2.94  0.122
H -4.76 -6.11 -3.50  0.123
H -0.23 11.26 -6.34  0.104
N 2.47 3.97 3.37  -0.099
H -4.69 -2.36 0.44  0.110
H -4.58 -4.85 -4.60  0.127
C 0.94 -2.80 6.58  -0.114
C -1.25 -2.01 7.35  0.032
C 2.46 2.93 2.53  0.036
N -3.06 -3.58 1.11  0.104
C 1.05 -0.97 2.52  0.023
H -3.49 -1.39 1.44  0.076
H 0.19 7.76 -3.26  0.136
O 3.47 -0.65 -1.29  -0.004
C 1.09 5.46 -3.78  -0.018
H 3.32 2.29 2.43  0.137
H 0.93 -1.80 -0.23  0.116
O -2.12 2.21 -4.48  0.119
H -4.48 -5.37 3.05  0.088
H -4.49 -2.58 2.21  0.100
C 0.18 -4.53 -0.41  -0.842
C -3.94 -4.85 0.96  -0.286
H -4.75 -7.12 -6.11  0.102
C 3.83 -3.57 4.24  0.079
H -4.62 -6.73 2.01  0.107
H -1.04 -4.20 -2.89  0.106
C 2.65 -3.69 5.01  0.056
O -0.27 1.18 -4.23  -0.026
C 0.82 -3.96 7.43  0.113
H -2.35 -2.84 9.85  0.136
O 3.40 0.26 0.70  -0.086
O -2.14 0.25 -3.61  -0.003
C -0.87 3.45 0.83  -0.161
H 1.77 8.69 -3.26  0.148
C 0.01 10.20 -6.41  -0.054
H 1.72 -1.83 2.51  0.086
O 5.35 0.10 -0.23  0.128
H 0.40 -1.20 3.37  0.068
H 0.91 -0.13 -2.05  0.085
H -3.41 -4.00 -2.37  0.111
C -0.78 3.95 -0.49  0.074
H -2.35 -2.30 -3.76  0.113
H -1.35 -5.00 -4.26  0.164
H -2.39 -3.58 0.35  0.098
N 2.04 6.74 -3.62  0.103
O 0.92 -3.72 0.15  -0.013
H 2.42 6.72 -2.68  0.166
H 2.50 -0.41 5.97  0.130
H 0.07 4.49 -0.88  0.112
O 0.42 9.67 -5.12  -0.172
H 0.01 -6.18 -1.09  0.120
H -2.43 -3.59 1.90  0.158
C -4.03 -5.84 2.17  0.035
H 0.23 7.60 -5.72  0.127
C -3.06 2.73 0.27  0.045
H -2.65 -5.53 -2.26  0.103
C -4.08 3.18 -1.95  0.065
C -1.49 1.17 -4.06  -0.985
C -0.36 -2.47 -4.81  -0.163
O -1.07 -0.40 1.40  0.078
N 0.80 -0.82 -0.05  0.118
H -4.31 2.13 -2.15  0.120
H 3.27 3.75 5.27  0.126
H 1.75 -0.52 0.06  0.077
H 0.73 5.47 -4.81  0.135
C 3.98 -1.29 4.83  0.009
H 4.41 3.75 3.81  0.117
H -0.70 -0.65 -1.60  0.092
O 0.74 -5.68 -0.70  0.162
C 3.52 4.15 4.29  0.012
C 0.90 8.30 -5.21  -0.198
H 2.74 6.73 -4.35  0.176
C -2.01 2.80 1.19  0.038
O 2.06 4.07 -2.12  -0.216
C 0.13 -0.67 1.30  -0.313
H -0.51 -1.42 -5.06  0.120
H 0.23 5.52 -3.11  0.105
H 2.74 4.07 -4.00  0.138
H 4.30 -4.39 3.72  0.161
H -3.03 -6.16 2.44  0.088
H 5.32 0.35 0.70  0.083
C 0.31 4.70 2.61  0.077
C 0.29 3.62 1.75  -0.129
C 2.09 -2.60 5.68  -0.138
C 1.80 4.10 -3.46  -0.235
C 1.15 7.93 -3.75  -0.115
H 0.00 -0.98 6.00  0.120
H -1.24 2.44 -4.77  0.080
C -3.98 -5.55 -4.01  -0.185
H 1.48 1.96 0.92  0.104
H 2.17 -2.97 -4.80  0.099
N -2.99 3.26 -0.96  -0.047
C 0.16 -0.07 -1.26  0.056
C -0.34 -4.03 8.31  0.080
H 2.30 -4.69 5.19  0.136
H -0.51 5.40 2.70  0.152
C 4.04 -0.14 -0.28  -0.838
H -3.31 -2.58 8.40  0.108
C 1.85 -2.23 -4.08  -0.118
H 1.47 5.61 4.14  0.162
H 4.54 -0.36 4.86  0.149
N -1.71 -4.29 -3.64  0.072
H 1.60 -4.71 7.50  0.134
H 1.89 -1.20 -4.44  0.099
H 1.68 -0.08 2.65  0.062
H -4.91 3.72 -1.49  0.121
H 6.35 -1.41 3.78  0.122
H 3.58 2.68 -2.52  0.114
H 5.26 -1.62 2.39  0.101
H 1.86 8.21 -5.71  0.131
C -0.10 -1.85 6.64  0.025
H 3.22 2.86 -0.87  0.087
H -1.70 4.15 -2.38  0.142
H -2.39 -3.18 -5.27  0.141
H -3.96 2.22 0.58  0.157
H 1.96 2.09 -1.94  0.084
C -1.76 -2.94 -4.41  -0.040
H 0.01 -3.05 -5.65  0.138
H -3.76 3.60 -2.90  0.105
H -2.10 -1.36 7.44  0.151
H -0.05 0.96 -0.96  0.074

***

2.
Formula: C45H80FNO10P2S
Source: OMol25
Level of theory: ωB97M-V/def2-TZVPD

## Properties
2S+1: 1
Structure (SMILES): COCCCCCCCCCCc1ccc2c(c1)Nc1c(ccc(CCCF)c1OC[C@H](C)CC(C)C)S2.CCOP(=O)(OCC)OCC.CCOP(=O)(OCC)OCC
Net charge: 0
Kohn-Sham gap, hartree: 0.19181

Last column: Löwdin charge in e.
Geometry (Å):
H -1.43 -1.70 2.46  0.097
H -6.36 1.47 -7.10  0.124
H 6.98 0.86 3.40  0.104
C 2.38 -0.64 -4.94  -0.201
C 6.56 2.73 8.35  -0.078
C 1.69 1.87 -1.79  -0.207
C 8.03 2.68 7.98  -0.311
H -6.23 -4.39 -6.37  0.125
C 7.15 -0.06 3.96  -0.315
C 8.25 -0.89 3.33  -0.088
C -1.69 2.79 4.96  -0.311
H 2.13 2.90 -1.39  0.115
C -9.16 -3.40 -5.66  -0.184
O -6.14 -2.06 -5.22  -0.177
C -2.53 -1.29 -1.35  0.032
H 1.18 3.30 8.85  0.117
H 11.14 1.74 5.72  0.110
H 2.05 -0.84 -6.06  0.116
H -5.68 4.46 -5.91  0.073
C 3.53 -2.93 -4.00  -0.166
C 0.62 0.37 0.27  -0.191
C -8.28 0.75 -4.44  -0.103
H 8.48 -1.76 3.94  0.085
H 2.12 2.28 2.42  0.058
C -6.74 0.49 -4.98  -0.294
C -8.73 -3.15 -1.34  -0.063
H -3.72 4.35 -6.08  0.079
H 1.97 -6.73 -2.67  0.097
C -4.19 -1.51 -1.24  -0.152
O 8.30 1.47 7.28  -0.235
H -4.12 1.71 -7.66  0.083
H 3.52 -0.35 -4.90  0.100
H -9.25 -2.47 -6.39  0.109
C -2.12 -1.66 1.50  -0.018
C 3.19 2.41 4.31  -0.306
H 10.83 -0.12 8.14  0.091
C 1.98 0.76 -0.62  -0.208
H 7.96 -1.22 2.33  0.078
C -2.27 3.12 6.32  -0.090
C -6.95 -2.38 -4.03  -0.076
H 2.37 -5.64 -1.17  0.104
H 1.81 1.90 7.99  0.111
H 3.49 1.08 -3.13  0.107
C -3.77 -1.90 1.60  -0.062
O -0.34 3.21 4.88  -0.235
H 3.14 3.70 2.58  0.083
C -6.63 -0.86 -5.92  -0.158
O 7.45 0.23 5.31  -0.237
O 3.56 -5.27 -2.98  -0.280
H 3.55 3.67 8.76  0.075
H 0.71 -1.98 0.04  0.128
S -6.62 -2.05 0.52  0.788
H -8.99 1.03 -5.33  0.086
C -9.29 -3.45 -2.85  -0.019
C 3.01 3.69 7.81  -0.073
C 2.27 -5.64 -2.35  -0.127
H -7.01 -5.40 -4.86  0.129
C -4.77 2.31 -5.54  -0.372
H -4.38 -1.88 -3.26  0.138
H -2.25 3.33 4.19  0.121
O 9.68 0.28 5.87  -0.218
H -7.04 2.63 -5.73  0.107
C 2.11 -2.08 -4.14  -0.201
H 8.34 3.55 7.40  0.108
H 3.64 3.21 7.06  0.052
H 2.89 1.05 0.07  0.102
H 1.38 -2.74 -4.77  0.102
H 1.43 -4.87 -2.63  0.095
H -5.80 -0.61 -6.75  0.128
C 3.33 -4.54 -4.26  -0.214
C 2.42 1.54 -3.23  -0.217
H -8.68 -0.17 -3.82  0.075
H 5.91 2.67 7.47  0.057
H -8.39 -4.26 -7.62  0.122
C -6.30 -2.03 -2.53  -0.081
C -7.05 -5.15 -6.00  -0.126
H 3.21 1.34 4.56  0.107
O 0.81 1.22 4.33  -0.235
H -10.37 -3.93 -2.98  0.092
H 3.96 -2.80 -2.89  0.128
H -3.34 2.92 6.35  0.076
C 3.08 2.63 2.81  -0.071
H -9.33 -5.52 -6.58  0.124
O 0.82 3.32 6.85  -0.217
H -2.10 4.17 6.58  0.084
C 11.23 0.78 7.66  -0.074
H -4.20 -2.14 2.68  0.090
H 0.57 0.20 -3.70  0.093
H 0.22 -1.00 -1.50  0.081
H 2.30 -0.24 -1.17  0.097
H 2.87 4.73 7.50  0.094
H 9.17 -0.30 3.24  0.066
C -4.69 3.97 -5.50  -0.110
H -8.23 1.68 -3.71  0.093
H 3.88 2.11 2.28  0.069
H -0.14 1.25 0.23  0.120
H 1.64 -1.92 -3.07  0.090
H 11.69 0.05 5.69  0.117
F -6.77 -6.43 -6.76  -0.173
H 2.55 2.59 -3.78  0.112
H 6.29 1.89 9.00  0.084
H -4.45 1.96 -4.45  0.128
H 6.21 -0.63 3.95  0.120
H 12.30 0.86 7.88  0.079
N -4.95 -1.36 -2.53  -0.009
H 0.54 1.93 -2.01  0.111
C 0.07 -1.06 -0.32  -0.208
C -8.42 -3.07 -4.23  -0.090
H -3.63 0.47 -6.32  0.081
C -3.68 1.63 -6.57  -0.123
P 0.81 2.21 5.52  0.748
C -1.52 -1.36 -0.03  -0.133
C -6.26 1.76 -5.94  -0.166
H 6.33 3.66 8.88  0.079
C 1.52 0.61 -4.24  -0.213
H -6.03 0.50 -4.05  0.121
H 10.74 1.64 8.12  0.060
H 1.01 0.23 1.39  0.108
H -7.63 -1.02 -6.52  0.127
H 1.18 1.28 -5.17  0.110
H -2.63 2.15 -6.56  0.078
C -7.24 -2.42 -1.24  -0.373
H -2.06 -1.04 -2.41  0.089
H 4.13 2.84 4.67  0.110
H 4.12 -5.01 -5.02  0.132
O 2.13 3.07 4.98  -0.231
P 8.47 1.49 5.62  0.747
H -1.79 2.52 7.10  0.065
H -1.78 1.72 4.75  0.104
H 4.36 -2.52 -4.75  0.113
O 7.40 2.58 5.40  -0.229
H 8.63 2.67 8.89  0.111
H -9.39 -3.43 -0.41  0.092
C -8.53 -4.65 -6.50  -0.180
H -10.30 -3.70 -5.42  0.116
H 2.27 -4.83 -4.66  0.114
C -4.77 -1.81 0.26  -0.405
C 10.98 0.75 6.16  -0.310
H -4.60 4.31 -4.36  0.082
C 1.68 2.98 7.93  -0.306

***

no.,LUMO energy (Eh),largest force on an atom (eV Å⁻¹)
1,-0.4574,5.7
2,-0.0778,9.9